No. 1
ORCA calculation (wB97M-V/def2-TZVPD) on an isolated molecule of C4H9N3 in a non-equilibrium geometry.

Output
HOMO energy = -8.41 eV
orbital gap = 9.36 eV
ΔE to the lowest compared entry with this formula, charge and spin = 31.7 kcal/mol
SMILES = CC1=NCCN1N

ORCA input file:
```
! wB97M-V def2-TZVPD RIJCOSX def2/J DEFGRID3
* xyz 0 1
C -1.87 -1.14 -0.03
C -0.45 -0.73 -0.07
C 1.80 -0.70 -0.05
C 1.33 0.74 0.00
H -2.40 -0.71 0.84
H -2.01 -2.22 0.10
H -2.33 -0.83 -0.99
H 2.60 -0.91 0.68
H 2.24 -0.97 -1.04
H 1.87 1.44 -0.63
H 1.42 1.12 1.02
H -0.69 1.95 0.96
H -0.97 2.36 -0.62
N 0.56 -1.54 0.09
N -0.10 0.58 -0.31
N -1.00 1.57 0.05
*
```

No. 2
ORCA calculation (wB97M-V/def2-TZVPD) on a structure of composition C6H13O5Zn in a non-equilibrium geometry.

Output
HOMO energy (spin up / spin down) = -6.91 / -8.99 eV
orbital gap (spin up / spin down) = 7.01 / 8.87 eV

ORCA input file:
```
! wB97M-V def2-TZVPD RIJCOSX def2/J DEFGRID3
* xyz 0 2
O 1.47 1.14 -1.07
C 0.19 0.68 -1.01
C 0.08 -0.72 -0.43
O 1.10 -1.51 -1.05
C 1.55 -2.69 -0.38
C 2.94 -3.00 -0.94
O 3.75 -1.87 -0.94
Zn 2.68 -0.33 -1.22
H -0.34 0.74 -1.98
H -0.91 -1.16 -0.60
H 0.28 -0.71 0.66
H 0.84 -3.52 -0.54
H 1.61 -2.48 0.70
H 2.82 -3.41 -1.96
H 3.36 -3.81 -0.32
H -0.78 1.61 -0.42
O -1.34 3.74 0.91
C -2.86 1.59 1.97
O -3.01 2.14 0.68
C -1.88 2.73 0.15
H -3.75 0.98 2.17
H -1.96 0.95 2.03
H -2.79 2.37 2.74
H -2.16 3.14 -0.83
H -0.87 3.39 1.67
*
```

No. 3
ORCA calculation (wB97M-V/def2-TZVPD) on an isolated molecule of C3H9N in a non-equilibrium geometry.

Output
HOMO energy = -8.89 eV
orbital gap = 10.08 eV
ΔE to the lowest compared entry with this formula, charge and spin = 11.1 kcal/mol
SMILES = CCNC

ORCA input file:
```
! wB97M-V def2-TZVPD RIJCOSX def2/J DEFGRID3
* xyz 0 1
C -1.53 0.54 -0.11
C -0.64 -0.63 0.27
C 1.51 0.52 0.11
H -2.51 0.47 0.35
H -1.09 1.51 0.20
H -1.70 0.66 -1.21
H -0.56 -0.68 1.34
H -1.14 -1.53 -0.07
H 0.64 -0.74 -1.24
H 1.15 1.46 -0.37
H 1.51 0.69 1.17
H 2.55 0.35 -0.23
N 0.73 -0.68 -0.23
*
```

No. 4
ORCA calculation (wB97M-V/def2-TZVPD) on a cluster of 2 separate species, C6H15NO in total in a non-equilibrium geometry.

Output
HOMO energy = -7.69 eV
orbital gap = 8.51 eV
ΔE to the lowest compared entry with this formula, charge and spin = 48.3 kcal/mol
SMILES = CCCC/C=C/N.O

ORCA input file:
```
! wB97M-V def2-TZVPD RIJCOSX def2/J DEFGRID3
* xyz 0 1
C -0.57 2.95 0.73
C -0.67 1.84 -0.32
C -1.80 0.85 -0.14
C -1.37 -0.55 -0.64
N 1.27 -2.89 0.75
C 0.27 -2.31 -0.03
C -0.25 -1.10 0.23
H -1.51 2.97 1.29
H 0.24 2.81 1.46
H -0.45 3.98 0.40
H -0.78 2.36 -1.29
H 0.34 1.45 -0.47
H -2.67 1.07 -0.76
H -2.09 0.84 0.91
H -2.14 -1.32 -0.69
H -0.98 -0.41 -1.65
H 1.63 -2.26 1.45
H 1.90 -3.65 0.56
H 0.04 -3.00 -0.83
H 0.36 -0.39 0.78
H 2.08 -0.20 -0.89
H 2.96 1.12 -0.99
O 2.41 0.56 -0.39
*
```

No. 5
ORCA calculation (wB97M-V/def2-TZVPD) on a cluster of 3 separate species, C23H28F16NO8S2 in total in a non-equilibrium geometry.

Output
HOMO energy = -12.50 eV
orbital gap = 7.43 eV

ORCA input file:
```
! wB97M-V def2-TZVPD RIJCOSX def2/J DEFGRID3
* xyz 1 1
C -8.08 1.76 0.33
C -8.12 0.40 -0.35
O -7.13 0.38 -1.39
C -6.83 -0.82 -1.85
O -7.38 -1.82 -1.53
C -5.70 -0.82 -2.85
C -4.35 -1.06 -2.16
C -3.94 0.24 -1.44
C -2.78 0.09 -0.51
N -1.57 0.44 -0.96
C -0.45 0.38 -0.23
S 1.07 0.90 -1.01
C 2.01 1.85 0.13
O 0.71 1.70 -2.14
O 1.81 -0.28 -1.33
C -0.49 -0.06 1.07
C -1.72 -0.44 1.60
C -2.86 -0.36 0.83
S -4.46 -0.79 1.53
C -4.19 -1.51 3.14
O -5.15 0.46 1.72
O -5.10 -1.77 0.72
H -7.64 2.50 -0.33
H -9.08 2.06 0.62
H -7.49 1.73 1.24
H -7.90 -0.36 0.40
H -9.11 0.23 -0.75
H -5.88 -1.52 -3.65
H -5.65 0.18 -3.29
H -3.65 -1.31 -2.95
H -4.43 -1.90 -1.49
H -4.78 0.65 -0.89
H -3.65 0.97 -2.21
H -1.48 0.78 -1.92
H 1.49 2.75 0.44
H 2.30 1.24 0.98
H 2.89 2.15 -0.42
H 0.41 -0.09 1.66
H -1.75 -0.79 2.61
H -3.21 -1.97 3.24
H -4.93 -2.30 3.22
H -4.38 -0.77 3.90
C 3.02 -3.28 -3.14
C 3.65 -3.89 -1.87
C 5.17 -4.07 -1.86
F 5.59 -4.91 -2.83
F 5.53 -4.60 -0.67
F 3.04 -5.05 -1.57
F 3.38 -3.03 -0.85
O 2.44 -4.18 -4.07
C 3.18 -4.78 -5.06
C 3.22 -6.31 -4.90
F 3.73 -6.65 -3.70
F 4.01 -6.82 -5.86
F 4.41 -4.25 -5.15
F 2.56 -4.53 -6.23
H 2.16 -2.70 -2.78
H 3.68 -2.56 -3.62
H 5.68 -3.10 -1.98
H 2.21 -6.72 -5.00
C 5.14 5.27 4.80
C 5.67 5.70 3.43
C 4.64 5.98 2.33
F 3.91 4.88 2.03
F 5.29 6.34 1.20
F 6.58 4.80 2.99
F 6.32 6.87 3.62
O 5.13 3.88 5.11
C 4.10 3.07 4.73
C 4.56 2.00 3.74
F 5.10 2.56 2.64
F 3.48 1.27 3.34
F 3.05 3.76 4.26
F 3.67 2.41 5.83
H 5.85 5.68 5.52
H 4.18 5.73 5.03
H 3.97 6.79 2.62
H 5.30 1.34 4.20
*
```

No. 6
ORCA calculation (wB97M-V/def2-TZVPD) on an isolated molecule of C4H5Cl2N3 in a non-equilibrium geometry.

Output
HOMO energy = -9.51 eV
orbital gap = 9.53 eV
ΔE to the lowest compared entry with this formula, charge and spin = 64.8 kcal/mol
SMILES = [H]/N=C1/C=NCN(Cl)[C@H]1Cl

ORCA input file:
```
! wB97M-V def2-TZVPD RIJCOSX def2/J DEFGRID3
* xyz 0 1
C 1.06 1.12 0.60
C -0.17 1.30 -0.18
C 0.75 -1.25 0.68
C -0.74 -0.23 -0.77
N 1.46 -0.01 0.99
N -0.71 2.41 -0.19
N 0.27 -1.15 -0.67
Cl -2.08 -0.79 0.18
Cl -0.17 -2.71 -1.37
H 1.58 2.09 1.03
H 1.45 -1.94 0.80
H 0.00 -1.34 1.42
H -1.04 -0.08 -1.91
H -1.63 2.57 -0.60
*
```

Copy entry 4 word for word.
ORCA calculation (wB97M-V/def2-TZVPD) on a cluster of 2 separate species, C6H15NO in total in a non-equilibrium geometry.

Output
HOMO energy = -7.69 eV
orbital gap = 8.51 eV
ΔE to the lowest compared entry with this formula, charge and spin = 48.3 kcal/mol
SMILES = CCCC/C=C/N.O

ORCA input file:
```
! wB97M-V def2-TZVPD RIJCOSX def2/J DEFGRID3
* xyz 0 1
C -0.57 2.95 0.73
C -0.67 1.84 -0.32
C -1.80 0.85 -0.14
C -1.37 -0.55 -0.64
N 1.27 -2.89 0.75
C 0.27 -2.31 -0.03
C -0.25 -1.10 0.23
H -1.51 2.97 1.29
H 0.24 2.81 1.46
H -0.45 3.98 0.40
H -0.78 2.36 -1.29
H 0.34 1.45 -0.47
H -2.67 1.07 -0.76
H -2.09 0.84 0.91
H -2.14 -1.32 -0.69
H -0.98 -0.41 -1.65
H 1.63 -2.26 1.45
H 1.90 -3.65 0.56
H 0.04 -3.00 -0.83
H 0.36 -0.39 0.78
H 2.08 -0.20 -0.89
H 2.96 1.12 -0.99
O 2.41 0.56 -0.39
*
```